Entry 1:
Computed, not measured: a structure of composition C52H45ClIrN6O2P at a distorted geometry, with ωB97M-V/def2-TZVPD.

Summary:
Molar mass, g mol⁻¹: 1044.6
Energy relative to the best compared isomer or geometry (same formula, charge and spin), kcal per mole: 10.0
Lowest unoccupied orbital energy (spin up / spin down), eV: -6.862 / -11.410
Total energy, eV: -92315.1084
HOMO-LUMO gap (spin up / spin down), eV: 8.41 / 4.44

The geometry in ORCA input format:
```
! RIJCOSX wB97M-V def2-TZVPD def2/J DEFGRID3
* xyz 3 6
Ir 0.13 -0.14 -0.19
C -0.20 2.94 0.82
C 0.63 2.66 2.08
C 1.82 1.75 1.91
C 3.06 2.17 2.41
C 4.16 1.34 2.29
C 4.00 0.08 1.73
C 2.74 -0.27 1.30
N 1.69 0.55 1.35
N -1.13 1.87 0.47
C -1.90 2.17 -0.74
C -2.64 0.93 -1.19
C -3.77 1.01 -2.00
C -4.49 -0.14 -2.26
C -4.08 -1.34 -1.68
C -2.91 -1.34 -0.95
N -2.19 -0.24 -0.74
C -2.07 1.59 1.57
C -1.65 0.50 2.50
C -2.23 0.41 3.77
C -1.84 -0.59 4.63
C -0.85 -1.47 4.22
C -0.32 -1.31 2.95
N -0.73 -0.38 2.10
H 0.47 3.11 -0.02
H -0.77 3.87 1.00
H 0.00 2.24 2.87
H 1.00 3.62 2.44
H 3.15 3.14 2.87
H 5.13 1.67 2.64
H 4.82 -0.61 1.64
H 2.56 -1.26 0.88
H -1.24 2.51 -1.54
H -2.63 2.97 -0.56
H -4.07 1.96 -2.40
H -5.38 -0.11 -2.88
H -4.64 -2.25 -1.81
H -2.54 -2.26 -0.52
H -3.04 1.30 1.15
H -2.25 2.51 2.15
H -2.98 1.13 4.06
H -2.29 -0.69 5.60
H -0.49 -2.25 4.87
H 0.48 -1.97 2.63
Cl -0.25 -2.85 0.34
C 0.68 -3.89 -0.68
C 0.68 -5.26 -0.44
C 1.42 -6.08 -1.29
C 2.12 -5.54 -2.35
C 2.12 -4.17 -2.56
C 1.41 -3.33 -1.71
P 1.42 -1.51 -2.01
C 3.19 -1.17 -2.16
C 3.66 -0.14 -2.99
C 4.99 0.21 -2.96
C 5.86 -0.43 -2.09
C 5.41 -1.47 -1.29
C 4.08 -1.84 -1.32
C 0.66 -1.50 -3.66
C -0.72 -1.31 -3.71
C -1.41 -1.52 -4.89
C -0.73 -1.92 -6.03
C 0.65 -2.09 -5.99
C 1.36 -1.87 -4.81
H 0.12 -5.68 0.38
H 1.44 -7.14 -1.11
H 2.67 -6.18 -3.02
H 2.68 -3.75 -3.38
H 2.98 0.35 -3.66
H 5.35 1.00 -3.60
H 6.90 -0.13 -2.06
H 6.10 -2.00 -0.65
H 3.73 -2.67 -0.72
H -1.23 -1.00 -2.82
H -2.48 -1.40 -4.91
H -1.26 -2.11 -6.94
H 1.18 -2.42 -6.87
H 2.43 -1.99 -4.79
O 2.76 1.74 -0.83
C 2.03 2.04 -1.74
N 2.18 3.09 -2.60
C 1.24 3.03 -3.69
C 0.33 1.82 -3.18
O -0.66 1.45 -3.76
N 0.86 1.37 -2.05
C 1.93 2.70 -5.00
C 1.92 1.44 -5.59
C 2.69 1.18 -6.71
C 3.45 2.20 -7.27
C 3.45 3.46 -6.70
C 2.69 3.73 -5.58
C 0.36 4.23 -3.86
C -0.64 4.16 -4.84
C -1.44 5.26 -5.11
C -1.26 6.43 -4.38
C -0.27 6.50 -3.40
C 0.52 5.41 -3.12
H 3.05 3.60 -2.68
H 1.28 0.67 -5.19
H 2.67 0.21 -7.17
H 4.01 2.02 -8.18
H 4.04 4.25 -7.14
H 2.69 4.71 -5.13
H -0.80 3.23 -5.37
H -2.21 5.20 -5.85
H -1.90 7.28 -4.55
H -0.12 7.43 -2.86
H 1.29 5.48 -2.36
*
```

These are the Mulliken partial charges, in e, on atoms 1 to 4:
1. Ir 4.26
2. C -0.45
3. C -1.24
4. C 0.82

Entry 2:
Computed, not measured: a structure of composition C14H18IN3Sn at a distorted geometry, with ωB97M-V/def2-TZVPD.

Summary:
Molar mass, g mol⁻¹: 473.9
Lowest unoccupied orbital energy, eV: -1.851
Total energy, eV: -33205.9819
HOMO-LUMO gap, eV: 4.44

The geometry in ORCA input format:
```
! RIJCOSX wB97M-V def2-TZVPD def2/J DEFGRID3
* xyz 0 1
C -0.25 -1.78 -3.28
C 0.62 0.68 -3.50
H 0.76 -2.25 -3.55
H -0.89 -1.39 -4.17
H -1.00 -2.15 -2.43
H 1.44 0.95 -2.78
H 1.20 -0.07 -4.29
H -0.34 1.16 -3.91
Sn 0.05 -0.31 -1.78
C -1.89 0.56 -1.53
H -1.70 1.63 -1.56
H -2.61 0.38 -0.73
H -2.34 0.28 -2.47
I 1.89 -1.96 -0.75
C -1.91 -2.73 3.84
C -1.55 -1.41 4.14
C -1.08 -0.57 3.13
C -0.93 -1.01 1.79
C -1.32 -2.33 1.50
C -1.80 -3.21 2.50
N -0.43 -0.21 0.73
N -0.26 0.99 1.18
C 0.78 1.73 0.64
C 1.38 2.75 1.41
C 2.58 3.32 0.91
C 3.08 2.85 -0.31
C 2.42 1.87 -1.00
N 1.27 1.34 -0.55
H -2.26 -3.43 4.60
H -1.63 -1.06 5.14
H -0.81 0.45 3.33
H -1.23 -2.67 0.45
H -2.08 -4.25 2.25
H 0.94 3.03 2.35
H 3.09 4.11 1.42
H 4.00 3.26 -0.78
H 2.79 1.45 -1.94
*
```

These are the Mulliken partial charges, in e, on atoms 1 to 4:
1. C -1.42
2. C -0.77
3. H 0.37
4. H 0.33

Entry 3:
Computed, not measured: a structure of composition C16H34F6N2O6Zn at a distorted geometry, with ωB97M-V/def2-TZVPD.

Summary:
Molar mass, g mol⁻¹: 529.8
Energy relative to the best compared isomer or geometry (same formula, charge and spin), kcal per mole: 0.0
Lowest unoccupied orbital energy (spin up / spin down), eV: -2.040 / -7.852
Total energy, eV: -97122.2034
HOMO-LUMO gap (spin up / spin down), eV: 10.56 / 3.84

The geometry in ORCA input format:
```
! RIJCOSX wB97M-V def2-TZVPD def2/J DEFGRID3
* xyz 1 2
Zn 0.73 0.05 -0.53
C 0.83 2.69 -2.23
O -0.40 2.59 -1.46
O 1.53 1.58 -1.76
C 0.62 2.72 -3.82
F 0.16 3.96 -4.20
F 1.74 2.50 -4.47
F -0.31 1.81 -4.24
C -1.41 3.58 -1.67
C -2.40 3.42 -0.50
H -3.25 4.10 -0.40
H -2.78 2.40 -0.53
H -1.88 3.57 0.44
H -1.90 3.36 -2.62
H -0.98 4.58 -1.68
H 1.24 3.64 -1.88
C 2.00 -2.58 0.81
O 0.59 -2.98 0.80
O 2.04 -1.27 0.36
C 2.74 -3.00 2.11
F 4.05 -2.74 2.12
F 2.29 -2.48 3.28
F 2.63 -4.31 2.39
C 0.32 -4.42 0.58
C -1.20 -4.61 0.65
H -1.79 -4.54 -0.26
H -1.36 -5.66 0.91
H -1.59 -4.11 1.53
H 0.87 -5.01 1.32
H 0.52 -4.74 -0.45
H 2.51 -3.20 0.07
C -2.40 -0.20 -2.11
C -1.66 -1.42 -1.52
C -0.52 -2.00 -2.41
O 0.59 -1.07 -2.31
C 1.67 -1.53 -3.14
N -1.12 -1.10 -0.22
H -1.85 0.65 -2.52
H -3.07 0.10 -1.30
H -3.05 -0.54 -2.91
H -2.27 -2.30 -1.33
H -0.80 -2.04 -3.46
H -0.13 -2.99 -2.19
H 1.51 -1.93 -4.14
H 2.14 -2.38 -2.64
H 2.44 -0.75 -3.19
H -0.82 -2.01 0.08
H -1.84 -0.92 0.47
C 2.13 2.12 1.60
C 0.91 1.39 2.18
C 0.19 2.19 3.29
O -0.87 1.46 3.84
C -1.26 1.76 5.19
N -0.03 1.19 1.06
H 2.61 1.57 0.79
H 2.80 2.36 2.41
H 1.83 3.07 1.16
H 1.15 0.41 2.59
H -0.22 3.13 2.90
H 0.94 2.43 4.05
H -1.91 0.93 5.48
H -1.69 2.76 5.25
H -0.40 1.64 5.86
H -0.30 2.15 0.91
H -0.86 0.98 1.60
*
```

These are the Mulliken partial charges, in e, on atoms 1 to 4:
1. Zn 1.00
2. C 0.04
3. O -0.23
4. O -0.36

Entry 4:
Computed, not measured: the molecule C4H12N2S at a distorted geometry, with ωB97M-V/def2-TZVPD.

Summary:
Molar mass, g mol⁻¹: 120.2
Energy relative to the best compared isomer or geometry (same formula, charge and spin), kcal per mole: 37.4
Lowest unoccupied orbital energy, eV: 0.847
Total energy, eV: -18156.3948
HOMO-LUMO gap, eV: 9.36

The geometry in ORCA input format:
```
! RIJCOSX wB97M-V def2-TZVPD def2/J DEFGRID3
* xyz 0 1
C 0.73 1.26 0.16
N -0.45 0.49 0.44
C -0.89 -0.47 -0.57
C -2.20 -1.11 -0.15
S -3.50 0.21 0.31
C 1.97 0.48 -0.27
N 2.33 -0.61 0.67
H 0.54 2.02 -0.60
H 1.05 1.77 1.08
H -2.19 1.18 -0.02
H -0.11 -1.24 -0.62
H -0.96 0.07 -1.52
H -2.62 -1.87 -0.80
H -2.07 -1.54 0.84
H 2.81 1.18 -0.25
H 1.90 0.12 -1.30
H 2.92 -1.26 0.19
H -0.72 0.40 1.41
H 1.48 -1.06 0.98
*
```

These are the Mulliken partial charges, in e, on atoms 1 to 4:
1. C -0.78
2. N -0.27
3. C -0.63
4. C -0.65

Entry 5:
Computed, not measured: a structure of composition C2H2Cl3HfO6 at a distorted geometry, with ωB97M-V/def2-TZVPD.

Summary:
Molar mass, g mol⁻¹: 406.9
Energy relative to the best compared isomer or geometry (same formula, charge and spin), kcal per mole: 0.0
Lowest unoccupied orbital energy, eV: 2.416
Total energy, eV: -53274.7108
HOMO-LUMO gap, eV: 9.29

The geometry in ORCA input format:
```
! RIJCOSX wB97M-V def2-TZVPD def2/J DEFGRID3
* xyz -1 1
Hf -1.00 -0.38 0.84
Cl -1.06 1.98 2.14
Cl -3.66 -0.30 0.19
Cl -0.79 -3.03 0.47
O -1.25 0.82 -3.19
C -0.85 0.52 -1.96
O -0.60 -0.65 -1.57
O -0.86 1.33 -0.98
H -1.42 1.78 -3.22
O 3.21 -0.65 1.93
C 1.96 -0.50 1.47
O 0.97 -0.80 2.20
O 1.61 0.01 0.37
H 3.74 -0.14 1.30
*
```

These are the Mulliken partial charges, in e, on atoms 1 to 4:
1. Hf 1.14
2. Cl -0.53
3. Cl -0.55
4. Cl -0.52